# 1
C8H10N2O2S | ωB97M-V with the def2-TZVPD basis set

Positions of all 23 atoms, in Å:
C  3.140  0.928  0.497
C  1.829  0.239  0.127
C  1.756  -0.332  -1.279
S  0.311  1.749  0.233
C  -1.109  0.701  0.074
C  -1.984  0.579  1.113
C  -3.154  -0.042  0.818
C  -3.337  -0.751  -0.385
C  -2.292  -0.686  -1.290
N  -1.239  -0.008  -1.056
N  1.308  -0.738  1.113
O  1.715  -0.650  2.255
O  0.638  -1.658  0.702
H  3.143  1.082  1.570
H  3.015  1.961  -0.080
H  3.861  0.275  0.067
H  0.654  -0.567  -1.503
H  2.096  0.364  -2.063
H  2.205  -1.367  -1.559
H  -1.856  1.221  2.057
H  -3.936  0.056  1.537
H  -4.314  -1.230  -0.724
H  -2.451  -1.125  -2.224

The energy relative to the best compared isomer or geometry (same formula, charge and spin) comes out at 490.5 kJ/mol. As for the molar mass: 198.2 g/mol. The calculation puts the energy at -968.86588 Eh. The HOMO energy comes out at -0.33620 Eh. The HOMO-LUMO gap is 8.65 eV. The LUMO energy is -0.5 eV.

***

# 2
C8H10N2O4 | ωB97M-V with the def2-TZVPD basis set

Positions of all 24 atoms, in Å:
C  -0.805  1.802  -2.366
C  -0.910  1.202  -1.009
N  -1.701  0.143  -0.980
O  -2.047  -0.609  -1.896
O  -2.071  -0.401  0.374
C  -1.147  -0.140  1.429
C  -0.168  -1.225  1.380
C  1.070  -1.349  0.859
C  1.995  -2.553  0.542
N  1.809  -0.119  0.308
O  2.366  0.530  1.166
O  1.823  0.047  -0.889
C  -0.686  1.332  1.399
C  -0.589  1.878  0.189
H  -1.593  2.619  -2.431
H  -1.110  1.030  -3.125
H  0.167  2.150  -2.645
H  -1.728  -0.352  2.317
H  -0.490  -2.107  1.884
H  2.139  -2.562  -0.487
H  1.564  -3.581  0.781
H  2.991  -2.433  0.932
H  -0.470  1.845  2.271
H  -0.407  2.854  -0.004

The energy relative to the best compared isomer or geometry (same formula, charge and spin) comes out at 804.1 kJ/mol. As for the molar mass: 198.2 g/mol. The calculation puts the energy at -721.02528 Eh. The HOMO energy (alpha / beta) comes out at -0.30689 / -0.30681 Eh. The HOMO-LUMO gap (alpha / beta) is 8.30 / 8.30 eV. The LUMO energy (alpha / beta) is -0.1 / -0.1 eV.

***

# 3
C8H10N2O7P2S2V | ωB97M-V with the def2-TZVPD basis set

Positions of all 32 atoms, in Å:
V  -0.101  0.296  0.322
C  -2.757  -2.055  -0.175
C  -1.442  -2.350  -0.806
N  -0.414  -1.554  -0.693
C  0.697  -2.018  -1.364
C  0.509  -3.202  -1.999
S  -1.106  -3.727  -1.765
C  1.899  -1.186  -1.292
C  3.119  -1.387  -1.850
S  4.154  -0.076  -1.472
C  2.911  0.672  -0.566
N  1.801  -0.015  -0.563
C  3.055  1.975  0.140
H  -2.601  -1.878  0.891
H  -3.458  -2.875  -0.307
H  -3.166  -1.136  -0.604
H  1.216  -3.769  -2.581
H  3.445  -2.214  -2.457
H  4.029  2.422  -0.044
H  2.925  1.831  1.213
H  2.271  2.655  -0.200
O  0.159  1.753  2.723
P  -1.112  0.740  2.781
O  -1.863  0.779  4.028
O  -0.517  -0.521  2.174
O  -2.034  1.336  1.535
P  -2.038  2.113  0.083
O  -2.544  3.579  0.432
O  -2.946  1.362  -0.801
O  -0.561  2.222  -0.284
H  -0.031  2.571  3.199
H  -3.496  3.657  0.299

As for the expectation value of S²: 3.757. The energy relative to the best compared isomer or geometry (same formula, charge and spin) comes out at 39.7 kJ/mol. As for the molar mass: 423.2 g/mol. The calculation puts the energy at -3370.50880 Eh. The spin multiplicity is 4. The HOMO energy (alpha / beta) comes out at -0.28147 / -0.34731 Eh. The HOMO-LUMO gap (alpha / beta) is 7.33 / 9.10 eV. The LUMO energy (alpha / beta) is -0.3 / -0.3 eV.

***

# 4
C8H10N2OS | ωB97M-V with the def2-TZVPD basis set

Positions of all 22 atoms, in Å:
C  0.510  3.103  1.235
C  0.423  1.725  1.792
C  -0.114  0.676  2.281
C  -1.263  -0.067  2.647
C  -1.492  -1.231  1.821
N  -1.759  -2.022  1.033
S  1.716  0.533  2.485
H  -0.559  3.376  1.167
H  0.967  2.938  0.258
H  1.274  3.715  1.754
H  -2.105  0.720  2.714
H  -1.271  -0.393  3.702
C  1.131  -1.580  -1.132
C  -0.285  -1.637  -1.688
N  -0.957  -0.383  -1.653
C  -1.042  0.537  -0.920
O  -1.337  1.503  -0.282
H  1.283  -2.325  -0.360
H  1.895  -1.739  -1.861
H  1.299  -0.604  -0.645
H  -0.260  -1.903  -2.761
H  -0.936  -2.203  -0.879

The energy relative to the best compared isomer or geometry (same formula, charge and spin) comes out at 334.0 kJ/mol. As for the molar mass: 182.2 g/mol. The calculation puts the energy at -893.64805 Eh. The HOMO energy comes out at -0.28628 Eh. The HOMO-LUMO gap is 8.32 eV. The LUMO energy is 0.5 eV.

***

# 5
C8H10N3 | ωB97M-V with the def2-TZVPD basis set

Positions of all 21 atoms, in Å:
C  -1.005  -1.502  0.768
C  1.323  -0.497  -1.355
C  1.749  1.651  -1.445
C  0.139  0.217  -1.194
C  -1.303  -0.075  0.800
C  -1.186  0.441  -0.591
C  0.837  -2.114  2.214
C  -0.839  1.942  -0.729
N  2.258  0.401  -1.609
N  -0.066  -1.975  1.367
N  0.431  1.532  -1.306
H  -1.408  -2.217  0.086
H  1.550  -1.516  -1.357
H  2.399  2.529  -1.506
H  -2.334  0.029  1.227
H  -0.569  0.554  1.341
H  -2.116  0.290  -1.023
H  1.879  -1.970  2.305
H  0.468  -2.586  3.060
H  -0.698  2.363  0.264
H  -1.509  2.503  -1.319

The energy relative to the best compared isomer or geometry (same formula, charge and spin) comes out at 329.1 kJ/mol. As for the molar mass: 148.2 g/mol. The calculation puts the energy at -474.70229 Eh. The charge is +1. The HOMO energy comes out at -0.43818 Eh. The HOMO-LUMO gap is 6.77 eV. The LUMO energy is -5.2 eV.

***

# 6
C8H10N3O | ωB97M-V with the def2-TZVPD basis set

Positions of all 22 atoms, in Å:
C  -0.587  0.010  1.336
C  3.258  1.794  0.715
C  0.142  0.356  0.178
C  2.371  1.617  -1.280
C  -1.778  -0.749  1.338
C  -0.395  -0.023  -1.157
C  -2.189  -1.388  0.079
C  -1.114  -1.420  -1.019
N  3.317  2.077  -0.545
N  2.088  1.205  1.098
N  1.297  1.035  0.126
O  2.157  1.271  -2.355
H  -0.220  0.486  2.366
H  3.980  2.031  1.393
H  -1.737  -1.544  2.198
H  -2.588  -0.234  1.811
H  -0.958  0.799  -1.608
H  0.466  -0.085  -1.764
H  -2.421  -2.409  0.283
H  -3.102  -0.903  -0.251
H  -1.733  -1.717  -1.942
H  -0.253  -2.208  -1.000

The energy relative to the best compared isomer or geometry (same formula, charge and spin) comes out at 420.8 kJ/mol. As for the molar mass: 164.2 g/mol. The calculation puts the energy at -549.95156 Eh. The charge is +1. The HOMO energy (alpha / beta) comes out at -0.50920 / -0.50848 Eh. The HOMO-LUMO gap (alpha / beta) is 6.80 / 6.80 eV. The LUMO energy (alpha / beta) is -7.1 / -7.0 eV.

***

# 7
C8H10N3O3PRhS5 | ωB97M-V with the def2-TZVPD basis set

Positions of all 31 atoms, in Å:
Rh  -1.494  -0.222  0.479
S  -2.705  -2.144  1.420
C  -3.428  -1.520  2.861
C  -4.065  -2.433  3.681
N  -4.607  -3.201  4.364
C  -3.418  -0.142  3.213
S  -2.698  1.096  2.246
C  -4.013  0.287  4.385
N  -4.495  0.675  5.368
C  4.546  1.180  -0.169
C  3.415  0.548  0.627
O  2.275  1.377  0.587
P  0.807  0.838  0.104
S  -0.192  2.558  0.199
S  0.689  -0.945  1.157
O  1.257  0.467  -1.423
C  0.346  -0.004  -2.399
C  1.124  -0.454  -3.624
H  5.421  0.537  -0.115
H  4.794  2.160  0.233
H  4.253  1.296  -1.210
H  3.717  0.431  1.678
H  3.170  -0.441  0.221
H  -0.345  0.799  -2.673
H  -0.248  -0.840  -1.992
H  1.656  0.388  -4.067
H  0.418  -0.854  -4.347
H  1.846  -1.222  -3.354
O  -2.438  -0.546  -3.666
S  -3.076  0.292  -2.592
N  -2.512  0.041  -1.190

As for the expectation value of S²: 8.794. As for the molar mass: 490.4 g/mol. The calculation puts the energy at -3143.72466 Eh. The spin multiplicity is 6. The charge is -2. The HOMO energy (alpha / beta) comes out at 0.01571 / -0.09435 Eh. The HOMO-LUMO gap (alpha / beta) is 4.16 / 6.50 eV. The LUMO energy (alpha / beta) is 4.6 / 3.9 eV.

***

# 8
C8H10N3O4S | ωB97M-V with the def2-TZVPD basis set

Positions of all 26 atoms, in Å:
N  -0.362  -0.447  4.792
C  0.766  -1.323  4.857
N  2.044  -0.595  4.515
N  2.260  -0.157  3.170
C  1.461  -0.480  2.277
S  0.520  -0.930  1.158
H  -1.028  -0.720  4.082
H  -0.138  0.524  4.608
H  0.948  -1.709  5.861
H  0.700  -2.162  4.167
H  2.110  0.245  5.099
H  2.852  -1.174  4.764
C  -1.796  -0.516  -3.703
C  -0.785  -0.627  -2.836
C  0.207  0.497  -2.571
O  1.061  0.247  -1.723
C  0.115  1.711  -3.322
C  -0.889  1.827  -4.212
C  -1.915  0.723  -4.445
O  -2.777  0.966  -5.264
O  -1.093  2.888  -4.956
O  -0.538  -1.691  -2.078
H  -2.513  -1.303  -3.885
H  0.841  2.493  -3.154
H  -1.886  2.704  -5.501
H  0.308  -1.460  -1.637

As for the molar mass: 244.3 g/mol. The calculation puts the energy at -1173.92984 Eh. The charge is +1. The HOMO energy comes out at -0.43394 Eh. The HOMO-LUMO gap is 6.95 eV. The LUMO energy is -4.9 eV.

***

Question: Look up the energy of the fourth one.
Answer: -893.64805 Eh